Entry 1:
231
Properties=species:S:1:pos:R:3 method="wB97M-V/def2-TZVPD" homo_energy_ev=-8.5
C -6.195 -1.499 -6.184
O -7.576 -1.782 -5.992
C -8.428 -1.724 -7.105
C -9.933 -1.741 -6.686
N -10.733 -2.320 -7.789
C -12.016 -2.830 -7.382
C -12.771 -3.639 -8.518
O -13.397 -2.731 -9.491
C -14.142 -3.341 -10.599
H -5.666 -1.450 -5.232
H -6.050 -0.583 -6.756
H -5.691 -2.296 -6.731
H -8.225 -2.668 -7.611
H -8.225 -0.976 -7.873
H -10.273 -0.738 -6.429
H -10.066 -2.354 -5.795
H -10.920 -1.655 -8.526
H -12.704 -2.023 -7.129
H -11.896 -3.433 -6.482
H -13.553 -4.258 -8.081
H -12.126 -4.357 -9.024
H -14.913 -3.997 -10.196
H -13.462 -3.984 -11.158
H -14.577 -2.560 -11.222
C 2.605 -3.111 -6.402
O 2.730 -4.504 -6.332
C 3.652 -4.991 -5.360
C 3.215 -5.013 -3.911
N 3.899 -5.970 -3.075
C 3.380 -5.978 -1.689
C 3.998 -7.107 -0.802
O 3.732 -8.407 -1.330
C 4.137 -9.498 -0.488
H 3.398 -2.675 -7.009
H 2.689 -2.738 -5.381
H 1.698 -2.772 -6.902
H 4.607 -4.476 -5.452
H 3.863 -5.994 -5.731
H 2.134 -5.154 -3.922
H 3.243 -3.974 -3.580
H 4.053 -6.836 -3.571
H 2.297 -6.103 -1.692
H 3.588 -5.005 -1.245
H 3.646 -6.830 0.191
H 5.084 -7.054 -0.735
H 5.221 -9.384 -0.459
H 3.907 -10.458 -0.951
H 3.705 -9.319 0.496
C 8.885 8.500 1.761
O 9.425 9.778 1.938
C 10.756 9.743 2.425
C 11.139 11.178 2.855
N 12.590 11.375 3.245
C 12.872 12.770 3.487
C 14.112 12.844 4.467
O 15.360 12.475 3.903
C 15.832 13.422 2.961
H 8.937 7.798 2.594
H 9.209 8.006 0.845
H 7.809 8.635 1.644
H 11.446 9.409 1.650
H 10.861 9.107 3.303
H 10.514 11.437 3.710
H 10.897 11.777 1.977
H 13.222 11.183 2.481
H 12.060 13.295 3.991
H 13.081 13.252 2.532
H 13.967 12.115 5.265
H 14.140 13.844 4.899
H 16.847 13.043 2.841
H 15.730 14.486 3.177
H 15.287 13.280 2.028
C -10.201 -7.024 -0.465
O -10.564 -6.259 0.684
C -10.989 -4.886 0.461
C -11.127 -4.188 1.827
N -9.844 -3.913 2.416
C -9.908 -3.111 3.706
C -10.234 -1.623 3.470
O -11.605 -1.371 3.249
C -11.915 -0.020 3.133
H -11.035 -7.141 -1.157
H -10.001 -8.086 -0.324
H -9.376 -6.573 -1.016
H -11.986 -4.977 0.030
H -10.347 -4.333 -0.225
H -11.804 -4.757 2.465
H -11.742 -3.318 1.594
H -9.567 -4.861 2.628
H -8.902 -3.139 4.127
H -10.533 -3.589 4.459
H -9.739 -1.222 2.586
H -9.897 -1.041 4.327
H -11.450 0.622 2.385
H -11.608 0.461 4.062
H -12.995 0.065 3.016
C -1.553 -2.403 1.095
O -0.389 -1.593 1.100
C 0.192 -1.464 2.397
C 1.030 -0.120 2.404
N 0.112 0.947 2.126
C 0.808 2.167 1.713
C 1.128 2.228 0.248
O 0.789 3.469 -0.346
C 1.429 3.515 -1.644
H -1.304 -3.321 1.627
H -1.764 -2.594 0.042
H -2.387 -1.855 1.534
H 0.734 -2.354 2.717
H -0.549 -1.377 3.192
H 1.690 -0.304 1.557
H 1.665 0.068 3.270
H -0.341 0.576 1.303
H 1.743 2.385 2.229
H 0.063 2.890 2.046
H 0.533 1.494 -0.295
H 2.185 1.993 0.117
H 1.230 4.464 -2.142
H 0.992 2.713 -2.238
H 2.513 3.408 -1.594
C 6.771 -0.837 2.156
O 6.377 -0.676 3.502
C 7.395 -0.011 4.280
C 6.829 0.287 5.685
N 6.447 -0.923 6.434
C 5.621 -0.504 7.651
C 4.888 -1.769 8.228
O 3.894 -2.122 7.261
C 3.203 -3.284 7.630
H 6.422 -0.012 1.535
H 6.280 -1.709 1.724
H 7.785 -1.183 1.958
H 7.624 0.903 3.732
H 8.297 -0.605 4.427
H 5.984 0.971 5.607
H 7.579 0.863 6.228
H 5.820 -1.435 5.830
H 4.963 0.337 7.435
H 6.351 -0.231 8.414
H 4.410 -1.535 9.179
H 5.600 -2.593 8.268
H 2.888 -3.295 8.673
H 3.802 -4.174 7.438
H 2.336 -3.324 6.970
C 9.022 -2.980 -6.408
O 9.137 -2.262 -7.616
C 9.616 -0.927 -7.355
C 8.553 0.196 -7.516
N 9.219 1.474 -7.702
C 8.318 2.644 -7.558
C 7.268 2.770 -8.586
O 6.314 3.674 -8.036
C 5.293 4.140 -8.948
H 9.952 -3.179 -5.875
H 8.413 -3.871 -6.561
H 8.432 -2.409 -5.691
H 10.343 -0.858 -8.165
H 10.318 -0.847 -6.525
H 7.875 0.315 -6.671
H 7.950 -0.092 -8.377
H 9.959 1.711 -7.057
H 8.941 3.528 -7.693
H 7.826 2.578 -6.587
H 6.757 1.860 -8.900
H 7.736 3.193 -9.475
H 4.492 4.677 -8.439
H 4.851 3.270 -9.434
H 5.709 4.762 -9.740
C -3.919 -11.943 3.460
O -5.108 -12.741 3.597
C -6.301 -12.088 3.114
C -7.597 -12.838 3.518
N -7.648 -12.976 4.969
C -8.825 -13.704 5.375
C -8.955 -13.698 6.911
O -9.159 -12.368 7.309
C -9.408 -12.260 8.708
H -3.932 -11.279 2.595
H -3.027 -12.557 3.335
H -3.759 -11.342 4.355
H -6.265 -11.979 2.030
H -6.323 -11.095 3.563
H -7.692 -13.867 3.171
H -8.423 -12.289 3.066
H -6.775 -13.382 5.274
H -8.744 -14.746 5.067
H -9.746 -13.284 4.970
H -8.059 -14.102 7.380
H -9.788 -14.352 7.170
H -10.202 -12.924 9.050
H -9.712 -11.227 8.877
H -8.488 -12.472 9.254
O -6.738 0.144 -0.678
H -7.033 -0.620 -0.183
H -6.438 -0.213 -1.513
C -4.393 8.632 1.935
C -4.486 7.789 3.238
O -5.223 6.628 2.955
H -5.350 9.086 1.675
H -4.025 7.988 1.137
H -3.653 9.430 1.995
H -5.100 8.320 3.967
H -3.517 7.557 3.680
H -4.801 5.946 3.482
C 1.255 11.683 0.062
C 1.450 12.314 1.466
O 2.763 12.321 1.979
H 0.620 10.801 0.149
H 2.155 11.428 -0.498
H 0.727 12.347 -0.623
H 0.792 11.735 2.113
H 1.041 13.322 1.529
H 3.201 11.601 1.518
C 4.077 12.202 -6.566
C 4.868 13.445 -6.085
O 5.977 13.797 -6.936
H 3.153 12.059 -6.007
H 4.786 11.376 -6.623
H 3.777 12.308 -7.609
H 5.148 13.281 -5.044
H 4.211 14.309 -5.984
H 6.419 14.609 -6.678
C -2.641 1.059 8.603
C -3.525 1.419 7.401
O -2.919 2.556 6.853
H -3.101 0.171 9.034
H -2.726 1.837 9.362
H -1.587 0.910 8.364
H -4.598 1.523 7.561
H -3.442 0.617 6.667
H -2.226 2.178 6.306

Entry 2:
22
Properties=species:S:1:pos:R:3 method="wB97M-V/def2-TZVPD" e_above_lowest_kcal_mol=105.71 homo_energy_ev="-8.1 / -7.9"
C -3.183 -1.729 0.108
C -2.080 -2.020 -0.652
C -3.193 -0.497 0.775
C -1.076 -1.106 -0.820
C -2.122 0.429 0.718
C -1.036 0.120 -0.120
C 1.910 -0.645 -0.046
C 3.885 1.412 0.236
N 1.331 0.550 -0.075
N 0.062 0.972 -0.189
P -0.354 2.604 -0.313
S 1.655 -2.395 0.076
S 3.641 -0.372 0.108
H -3.844 -2.531 0.078
H -2.070 -3.052 -1.191
H -4.048 -0.124 1.447
H -0.208 -1.424 -1.548
H -2.020 1.393 1.339
H 3.118 1.945 0.675
H 3.948 1.808 -0.717
H 4.841 1.581 0.876
H 0.844 3.081 -0.767

Entry 3:
22
Properties=species:S:1:pos:R:3 method="wB97M-V/def2-TZVPD" e_above_lowest_kcal_mol=8.04 homo_energy_ev=-6.6 charge=-1
Cl 0.018 0.315 -0.416
O -0.787 -0.848 2.618
H -0.532 0.003 2.262
H -0.394 -1.485 2.022
O 0.618 -2.735 1.131
H 1.103 -3.352 0.583
H 0.303 -2.069 0.520
O 2.204 2.830 -1.848
H 3.065 2.841 -1.430
H 1.744 2.102 -1.431
O 2.784 1.341 0.670
H 3.014 0.680 1.324
H 1.998 0.996 0.247
O -3.188 -0.378 0.489
H -3.152 -1.261 0.855
H -2.309 -0.224 0.144
O -2.087 2.940 -0.207
H -1.265 2.454 -0.269
H -2.580 2.676 -0.983
O 0.130 -2.420 -2.273
H -0.002 -1.531 -1.943
H -0.686 -2.876 -2.066

Please write out number 2 again, unchanged.
22
Properties=species:S:1:pos:R:3 method="wB97M-V/def2-TZVPD" e_above_lowest_kcal_mol=105.71 homo_energy_ev="-8.1 / -7.9"
C -3.183 -1.729 0.108
C -2.080 -2.020 -0.652
C -3.193 -0.497 0.775
C -1.076 -1.106 -0.820
C -2.122 0.429 0.718
C -1.036 0.120 -0.120
C 1.910 -0.645 -0.046
C 3.885 1.412 0.236
N 1.331 0.550 -0.075
N 0.062 0.972 -0.189
P -0.354 2.604 -0.313
S 1.655 -2.395 0.076
S 3.641 -0.372 0.108
H -3.844 -2.531 0.078
H -2.070 -3.052 -1.191
H -4.048 -0.124 1.447
H -0.208 -1.424 -1.548
H -2.020 1.393 1.339
H 3.118 1.945 0.675
H 3.948 1.808 -0.717
H 4.841 1.581 0.876
H 0.844 3.081 -0.767